# 1
Here is a structure of composition C28H48F6O3SbTi from the Open Molecules 2025 dataset. Energies are from ωB97M-V/def2-TZVPD.

Computed properties:
- multiplicity = 3
- relative energy (zero: lowest compared OMol25 entry of this formula, charge and spin) (kJ/mol) = 79.8
- Kohn-Sham gap (spin up / spin down) (eV) = 6.12 / 7.93
- net charge = -1

CARTESIAN COORDINATES (ANGSTROEM)
Ti: -0.143 0.780 0.036
C: -1.348 1.873 1.741
C: -0.051 1.579 2.280
C: 0.037 0.143 2.341
C: -1.154 -0.374 1.773
C: -2.039 0.682 1.441
C: -3.544 0.498 1.337
C: -4.267 1.720 0.768
C: -4.057 0.286 2.772
C: -3.887 -0.740 0.502
C: 0.945 -0.839 3.098
C: 0.872 -2.234 2.450
C: 2.429 -0.477 3.182
C: 0.378 -0.966 4.522
C: 0.848 2.711 2.787
C: 2.221 2.730 2.104
C: 0.211 4.073 2.474
C: 1.006 2.645 4.312
H: -1.773 2.860 1.664
H: -1.422 -1.417 1.724
H: -3.917 2.645 1.229
H: -5.338 1.634 0.974
H: -4.140 1.808 -0.306
H: -3.863 1.170 3.383
H: -3.554 -0.562 3.240
H: -5.135 0.096 2.769
H: -3.343 -0.736 -0.445
H: -4.959 -0.768 0.286
H: -3.632 -1.661 1.031
H: 1.038 -2.172 1.376
H: -0.089 -2.719 2.632
H: 1.645 -2.873 2.884
H: 2.869 -0.345 2.194
H: 2.956 -1.291 3.687
H: 2.606 0.426 3.764
H: 0.958 -1.701 5.088
H: -0.663 -1.297 4.490
H: 0.406 -0.018 5.061
H: 2.102 2.881 1.028
H: 2.784 1.812 2.228
H: 2.817 3.560 2.498
H: 0.021 4.187 1.405
H: 0.904 4.861 2.781
H: -0.726 4.223 3.013
H: 1.496 1.734 4.644
H: 0.029 2.697 4.800
H: 1.608 3.491 4.658
C: -0.696 -4.914 -3.626
C: 0.262 -3.813 -4.076
Sb: 0.566 -2.331 -2.518
C: 1.621 -3.695 -1.212
C: 2.701 -4.565 -1.841
C: 2.386 -1.608 -3.412
C: 2.216 -0.547 -4.488
H: -0.902 -5.643 -4.415
H: -1.657 -4.502 -3.307
H: -0.290 -5.466 -2.774
H: -0.149 -3.286 -4.942
H: 1.223 -4.230 -4.384
H: 0.861 -4.318 -0.732
H: 2.035 -3.056 -0.430
H: 2.304 -5.204 -2.633
H: 3.163 -5.222 -1.097
H: 3.503 -3.965 -2.274
H: 2.876 -2.497 -3.814
H: 3.013 -1.226 -2.605
H: 1.472 -0.830 -5.238
H: 3.154 -0.360 -5.019
H: 1.900 0.394 -4.043
O: 3.533 0.372 0.151
C: 2.498 0.308 -0.485
O: 1.462 -0.444 -0.235
H: 2.386 0.919 -1.406
C: -0.833 1.560 -4.272
C: -0.616 1.999 -2.816
O: -0.133 1.015 -2.020
C: 0.307 3.237 -2.783
F: -0.309 4.344 -3.260
F: 1.395 3.038 -3.557
F: 0.760 3.535 -1.564
C: -2.028 2.434 -2.308
F: -1.971 3.224 -1.215
F: -2.772 3.094 -3.220
F: -2.727 1.340 -1.972
H: 0.110 1.247 -4.704
H: -1.261 2.348 -4.889
H: -1.506 0.702 -4.266

Atom charges from the Löwdin analysis, given in e for atoms 1 to 8:
1. Ti 0.907
2. C -0.098
3. C -0.177
4. C -0.184
5. C -0.112
6. C -0.280
7. C -0.545
8. C -0.047

=====

# 2
Here is an isolated molecule of C3H2ClNOS from the Open Molecules 2025 dataset. Energies are from ωB97M-V/def2-TZVPD.

Computed properties:
- SMILES = Sc1cnc(Cl)o1
- multiplicity = 1
- relative energy (zero: lowest compared OMol25 entry of this formula, charge and spin) (kJ/mol) = 8.8
- Kohn-Sham gap (eV) = 10.00

CARTESIAN COORDINATES (ANGSTROEM)
S: -0.985 -2.529 -0.130
C: -0.079 -1.048 -0.269
C: 0.966 -0.655 -1.043
N: 1.233 0.682 -0.834
C: 0.355 1.033 0.039
Cl: 0.149 2.553 0.746
O: -0.489 0.061 0.442
H: -0.471 -2.937 1.062
H: 1.535 -1.236 -1.731

Atom charges from the Löwdin analysis, given in e for atoms 1 to 8:
1. S 0.820
2. C -0.685
3. C -0.122
4. N 0.094
5. C -0.855
6. Cl 0.773
7. O -0.022
8. H -0.111

=====

# 3
Here is a structure of composition C43H42BrN8OSTeZn from the Open Molecules 2025 dataset. Energies are from ωB97M-V/def2-TZVPD.

Computed properties:
- multiplicity = 2
- relative energy (zero: lowest compared OMol25 entry of this formula, charge and spin) (kJ/mol) = 0.0
- Kohn-Sham gap (spin up / spin down) (eV) = 6.36 / 7.22

CARTESIAN COORDINATES (ANGSTROEM)
Zn: 0.167 1.468 0.159
Br: 2.731 0.948 1.964
C: 1.613 1.214 3.482
C: 2.180 0.954 4.696
C: 1.446 1.192 5.875
C: 0.188 1.709 5.788
C: -0.407 1.983 4.532
C: -1.705 2.545 4.476
C: -2.274 2.823 3.271
C: -1.590 2.499 2.078
C: -0.340 1.920 2.050
C: 0.287 1.707 3.316
H: 3.195 0.587 4.749
H: 1.897 0.983 6.836
H: -0.382 1.926 6.684
H: -2.220 2.757 5.406
H: -3.260 3.269 3.217
H: -2.096 2.706 1.141
N: -1.861 -2.924 1.412
C: -1.647 -2.477 2.696
C: -0.711 -1.495 2.592
N: -0.346 -1.330 1.277
C: -1.058 -2.196 0.594
C: -1.014 -2.322 -0.857
N: -0.817 -1.313 -1.666
C: -0.838 -1.840 -2.930
C: -1.054 -3.186 -2.879
N: -1.168 -3.488 -1.543
H: -2.601 -3.539 1.120
H: -2.177 -2.884 3.539
H: -0.282 -0.890 3.373
H: -0.730 -1.215 -3.801
H: -1.150 -3.933 -3.647
H: -1.269 -4.408 -1.154
C: 1.734 0.798 -5.648
C: 2.679 1.380 -4.595
C: 2.418 0.804 -3.241
N: 1.658 1.355 -2.372
N: 1.531 0.627 -1.218
C: 2.167 -0.512 -1.256
N: 2.088 -1.469 -0.307
S: 3.046 -0.743 -2.729
H: 1.914 1.254 -6.622
H: 0.694 0.979 -5.371
H: 1.871 -0.280 -5.748
H: 2.545 2.459 -4.512
H: 3.717 1.197 -4.880
H: 1.488 -1.260 0.488
H: 2.888 -2.054 -0.146
C: -5.457 -2.435 -7.109
C: -4.884 -1.551 -6.034
C: -4.394 -0.287 -6.324
C: -3.853 0.535 -5.338
C: -3.332 1.889 -5.756
C: -3.812 0.088 -4.009
Te: -2.840 1.576 -2.603
N: -1.202 2.069 -1.278
C: -0.546 3.200 -1.505
O: 0.399 3.527 -0.741
C: -0.865 4.116 -2.652
C: -1.471 5.345 -2.423
C: -1.761 6.186 -3.488
C: -1.431 5.813 -4.784
C: -0.806 4.595 -5.013
C: -0.529 3.748 -3.949
C: -4.017 0.987 -0.953
C: -3.399 0.445 0.166
C: -4.142 0.075 1.276
C: -5.518 0.242 1.262
C: -6.134 0.791 0.148
C: -5.403 1.180 -0.974
C: -6.123 1.779 -2.151
C: -4.280 -1.197 -3.701
C: -4.257 -1.782 -2.313
C: -4.812 -1.986 -4.718
H: -5.549 -1.898 -8.052
H: -6.446 -2.802 -6.830
H: -4.822 -3.307 -7.280
H: -4.430 0.075 -7.347
H: -3.443 2.022 -6.831
H: -2.274 2.013 -5.512
H: -3.862 2.702 -5.255
H: -1.712 5.636 -1.409
H: -2.242 7.138 -3.305
H: -1.655 6.473 -5.613
H: -0.538 4.304 -6.022
H: -0.040 2.794 -4.111
H: -2.326 0.326 0.173
H: -3.637 -0.315 2.152
H: -6.113 -0.036 2.124
H: -7.208 0.937 0.147
H: -7.170 1.959 -1.908
H: -6.082 1.120 -3.021
H: -5.670 2.728 -2.446
H: -3.359 -1.490 -1.775
H: -4.299 -2.871 -2.370
H: -5.110 -1.443 -1.720
H: -5.181 -2.977 -4.469

Atom charges from the Löwdin analysis, given in e for atoms 1 to 8:
1. Zn 0.644
2. Br 0.816
3. C -0.603
4. C -0.151
5. C -0.089
6. C -0.047
7. C -0.178
8. C -0.051

=====

# 4
Here is a structure of composition C30H48P2Ti at a distorted geometry from the Open Molecules 2025 dataset. Energies are from ωB97M-V/def2-TZVPD.

Computed properties:
- multiplicity = 1
- relative energy (zero: lowest compared OMol25 entry of this formula, charge and spin) (kJ/mol) = 32.4
- Kohn-Sham gap (eV) = 6.20
- net charge = +2

CARTESIAN COORDINATES (ANGSTROEM)
Ti: 0.054 -0.606 1.803
C: -0.832 -2.446 2.620
C: 0.497 -2.777 2.161
C: 0.703 -1.144 3.833
C: -0.715 -1.429 3.655
C: 1.439 -1.961 2.887
C: -2.102 -3.080 2.169
H: -2.023 -3.479 1.150
H: -2.940 -2.375 2.189
H: -2.385 -3.924 2.817
C: -1.860 -0.875 4.428
H: -2.800 -1.347 4.116
H: -1.987 0.210 4.304
H: -1.729 -1.069 5.502
C: 1.346 -0.301 4.877
H: 1.364 -0.829 5.839
H: 0.837 0.652 5.041
H: 2.387 -0.073 4.617
C: 2.923 -2.008 2.749
H: 3.385 -2.688 3.482
H: 3.375 -1.023 2.910
H: 3.232 -2.361 1.758
C: 0.850 -3.823 1.164
H: 1.082 -4.791 1.635
H: 1.737 -3.547 0.581
H: 0.032 -4.009 0.459
C: -1.635 0.703 -4.869
C: -1.682 -0.636 -4.905
C: -0.915 -1.548 -5.815
C: 0.498 -1.066 -6.243
C: 1.384 -0.595 -5.129
C: 1.430 0.641 -4.610
C: 0.662 1.845 -5.073
C: -0.738 1.579 -5.689
H: -1.483 -1.741 -6.745
H: 0.393 -0.290 -7.009
H: -0.836 -2.528 -5.313
H: -0.615 1.171 -6.698
H: -2.368 1.261 -4.276
H: -2.448 -1.160 -4.322
H: -1.231 2.559 -5.805
H: 0.560 2.524 -4.209
H: 2.189 0.880 -3.856
H: 1.238 2.415 -5.828
H: 0.992 -1.923 -6.732
H: 2.110 -1.350 -4.807
P: -1.214 -0.432 -0.439
C: -2.745 0.532 -0.614
C: -1.412 -1.785 -1.633
P: 1.655 0.161 -0.097
C: 0.198 0.500 -1.217
C: 2.595 -0.993 -1.134
C: 2.710 1.641 -0.053
H: -2.759 1.337 0.136
H: -3.598 -0.139 -0.424
H: -2.833 0.957 -1.622
H: -1.482 -1.351 -2.639
H: -2.337 -2.334 -1.407
H: -0.554 -2.470 -1.591
H: 2.901 2.015 -1.067
H: 3.670 1.364 0.413
H: 2.231 2.422 0.555
H: -0.014 1.576 -1.308
H: 0.411 0.098 -2.223
H: 3.593 -1.130 -0.690
H: 2.690 -0.546 -2.134
H: 2.078 -1.960 -1.207
C: -0.019 1.498 2.362
C: -0.494 2.692 3.109
C: -0.816 2.626 4.472
C: -1.174 3.774 5.187
C: -1.174 5.032 4.568
C: -0.858 5.110 3.200
C: -0.546 3.959 2.477
H: -0.524 1.388 1.372
H: 1.088 1.444 2.364
H: -0.747 1.644 4.941
H: -1.413 3.688 6.251
H: -1.377 5.934 5.153
H: -0.821 6.087 2.714
H: -0.283 4.025 1.415

Atom charges from the Löwdin analysis, given in e for atoms 1 to 8:
1. Ti 0.796
2. C -0.277
3. C -0.260
4. C -0.257
5. C -0.261
6. C -0.272
7. C -0.014
8. H 0.079

=====

Q: The lowest relative energy (zero: lowest compared OMol25 entry of this formula, charge and spin) belongs to which entry?
A: C43H42BrN8OSTeZn

=====

Q: Among the records above, which one has the lowest relative energy (zero: lowest compared OMol25 entry of this formula, charge and spin)?
A: C43H42BrN8OSTeZn